The molecule C19H19N11O at a distorted geometry, computed with wB97M-V/def2-TZVPD.

Last column: Mulliken charge in e.
Element x y z (Å)
1 O -3.927 -0.574 -0.554  -0.661
2 N 3.561 2.858 1.986  -0.403
3 N 3.363 3.218 0.731  -0.619
4 N 3.248 1.505 2.180  -0.354
5 N 3.348 -2.554 0.526  -0.674
6 N 1.832 -1.800 -0.986  -0.471
7 C -2.985 0.174 -0.228  0.515
8 C 3.260 1.028 0.995  0.151
9 C -4.071 3.703 0.229  -0.651
10 C -4.285 2.393 -0.370  -0.665
11 C -2.936 3.574 1.045  -0.361
12 C -3.228 1.541 0.034  0.128
13 C 2.531 -2.797 -0.551  -0.499
14 C 3.433 -1.432 1.059  0.235
15 C 1.976 -0.594 -0.478  0.572
16 C -0.463 -4.192 -1.192  -0.475
17 C -0.367 -3.850 0.150  -1.245
18 C -0.992 -3.330 -2.147  -0.701
19 C -0.735 -2.521 0.495  -0.009
20 C -1.544 -1.998 -1.765  0.236
21 C 2.974 -0.273 0.460  0.584
22 C -1.322 -1.643 -0.422  -0.241
23 N 3.209 2.065 0.187  0.461
24 N 4.221 -1.285 2.150  -0.363
25 N -2.468 2.259 0.887  0.374
26 N -1.717 -0.364 0.028  0.665
27 N -1.366 1.612 1.515  -0.780
28 N 0.988 0.197 -1.067  -0.120
29 C -0.488 2.093 -1.458  -1.869
30 C -0.715 0.534 0.620  -0.506
31 C 0.211 1.216 -0.374  0.351
32 H -4.673 4.630 0.140  0.405
33 H -5.176 2.124 -0.947  0.470
34 H -2.434 4.267 1.706  0.445
35 H 2.446 -3.849 -0.949  0.415
36 H -0.335 -5.204 -1.447  0.533
37 H -0.156 -4.688 0.755  0.437
38 H -1.141 -3.628 -3.207  0.359
39 H -0.701 -2.136 1.483  0.585
40 H -2.137 -1.490 -2.565  0.374
41 H 2.957 2.082 -0.779  0.340
42 H 4.228 -0.360 2.541  0.226
43 H 4.875 -1.975 2.475  0.210
44 H -1.695 1.104 2.327  0.359
45 H 0.407 -0.494 -1.655  0.319
46 H 0.348 2.289 -2.104  0.544
47 H -1.329 1.741 -2.001  0.334
48 H -0.865 3.054 -1.024  0.321
49 H -0.021 -0.001 1.238  0.393
50 H 0.858 1.773 0.332  0.324

The energy relative to the best compared isomer or geometry (same formula, charge and spin) is 2.312 eV. The strongest force on any atom is 7.37 eV/Å. The value obtained for the calculated total energy is -38446.11802 eV. Its spin multiplicity is 1. The SMILES is C[C@H](Nc1ncnc(N)c1-c1nnn[nH]1)[C@H]1Nn2cccc2C(=O)N1c1ccccc1.